Here is a structure of composition C40H49AuI2N4O6SSi at a distorted geometry from the OMol25 dataset. Energies are from ωB97M-V/def2-TZVPD.

Positions of all 104 atoms, in Å:
Au  -0.176  -0.212  0.061
I  1.914  5.656  -3.046
I  -1.380  0.864  -4.322
S  -1.480  -1.860  1.176
Si  -3.157  -1.060  2.167
O  -2.888  -0.921  3.778
O  -4.380  -2.127  1.990
O  2.908  2.808  -0.525
O  1.022  -1.017  -2.068
O  -1.663  1.095  -1.151
O  -3.649  0.386  1.571
N  3.314  1.570  -2.428
N  1.457  -0.436  1.768
N  1.663  0.914  -1.040
N  -0.205  1.759  1.487
C  1.760  -0.028  -1.990
C  1.168  1.996  1.909
C  6.236  -2.442  -2.457
C  0.292  4.078  -1.063
C  -5.494  -4.153  1.565
C  2.146  -1.565  1.961
C  1.396  -0.787  -6.273
C  -3.046  1.411  4.476
C  3.409  -1.565  2.514
C  3.968  -0.347  2.879
C  -1.025  2.090  -1.567
C  3.244  0.813  2.697
C  -4.747  0.690  0.675
C  2.363  0.348  -4.379
C  1.976  0.729  2.134
C  -0.830  2.917  0.843
C  4.046  -0.740  -2.803
C  0.120  3.276  -3.372
C  2.912  0.279  -2.962
C  -3.038  -0.480  6.084
C  4.136  -1.556  -1.680
C  1.741  1.586  -6.352
C  -0.958  0.033  4.795
C  -0.503  3.054  -0.620
C  -6.066  0.504  1.414
C  2.257  1.552  -5.059
C  1.919  -0.823  -4.991
C  -2.482  0.024  4.764
C  -0.690  2.244  -2.958
C  5.059  -0.794  -3.756
C  2.661  1.857  -1.244
C  1.312  0.419  -6.962
C  -4.566  2.147  0.295
C  6.150  -1.634  -3.583
C  -5.569  -3.073  3.827
C  -4.661  -0.191  -0.563
C  5.224  -2.401  -1.509
C  0.613  4.180  -2.426
C  -3.449  -4.131  3.011
C  -4.710  -3.376  2.610
H  6.929  -1.667  -4.335
H  -0.583  -0.947  5.095
H  0.389  3.372  -4.416
H  3.650  1.780  2.970
H  -5.449  0.090  -1.266
H  -5.820  -5.117  1.964
H  -2.743  0.178  6.904
H  -4.875  -4.330  0.684
H  -6.115  1.176  2.275
H  -2.662  -1.484  6.288
H  -0.530  3.845  1.345
H  5.275  -3.037  -0.633
H  7.080  -3.106  -2.326
H  -2.708  1.807  3.520
H  -3.695  -0.064  -1.053
H  -5.827  -3.994  4.355
H  4.209  1.988  -2.616
H  3.349  -1.546  -0.936
H  -0.784  1.452  2.254
H  -4.558  2.776  1.188
H  -1.907  2.799  0.967
H  -3.716  -5.138  3.339
H  -5.391  2.468  -0.343
H  -4.790  -1.244  -0.308
H  -5.026  -2.420  4.514
H  -4.129  -0.520  6.044
H  2.569  2.470  -4.575
H  -2.748  2.105  5.264
H  1.649  -2.478  1.656
H  0.903  0.447  -7.964
H  1.673  2.531  -6.877
H  -4.136  1.379  4.431
H  0.717  4.778  -0.355
H  -6.376  -3.586  1.260
H  1.974  -1.759  -4.450
H  -0.552  0.235  3.802
H  -6.175  -0.521  1.761
H  1.200  2.576  2.839
H  4.963  -0.305  3.304
H  -2.766  -4.220  2.164
H  4.986  -0.186  -4.651
H  3.943  -2.495  2.652
H  -0.583  0.782  5.498
H  -6.904  0.734  0.752
H  -3.633  2.285  -0.260
H  1.680  2.576  1.134
H  -2.924  -3.626  3.826
H  -6.493  -2.575  3.527
H  1.050  -1.703  -6.737

Computed properties:
Total energy (Ha): -3643.05967
Multiplicity: 3
Orbital gap (spin up / spin down) (eV): 8.13 / 5.47
Strongest force on any atom (eV Å⁻¹): 1.1
Energy relative to the best compared isomer or geometry (same formula, charge and spin) (kcal/mol): 21.2
HOMO (spin up / spin down) (eV): -7.8 / -8.1
Lowest unoccupied orbital energy (spin up / spin down) (hartree): 0.011 / -0.095

---

Here is a structure of composition C40H49BIrN8O2S3 at a distorted geometry from the OMol25 dataset. Energies are from ωB97M-V/def2-TZVPD.

Positions of all 104 atoms, in Å:
Ir  -2.283  -1.327  -1.320
S  -0.686  -2.804  -1.715
S  -3.112  0.501  -0.116
S  -2.138  -0.161  -3.214
O  1.514  -6.097  3.763
O  0.713  -7.504  2.256
N  0.831  -0.758  -1.150
N  -0.653  0.282  0.714
N  -4.474  -1.595  -1.480
N  1.909  0.007  -1.017
N  -0.616  1.247  -1.609
N  0.402  0.170  1.523
N  -2.792  -2.567  0.356
N  0.015  2.279  -1.072
C  -1.923  -3.498  1.046
C  -2.040  1.310  2.349
C  1.418  0.460  3.715
C  -1.243  1.272  -2.781
C  0.264  0.629  2.746
C  -0.223  -5.342  2.219
C  -0.552  3.497  -3.023
C  -0.369  5.692  -0.901
C  2.043  -2.572  -2.106
C  0.905  -0.293  4.953
C  3.064  -0.478  -1.427
C  -6.379  -2.239  -0.180
C  -7.224  -1.779  -1.189
C  -6.667  -1.248  -2.336
C  -1.218  2.429  -3.576
C  -4.050  -2.721  0.557
C  4.252  0.468  -1.347
C  2.061  -3.944  -2.699
C  2.557  -0.332  3.077
C  -5.283  -1.159  -2.441
C  0.045  -3.980  2.312
C  -3.354  1.902  2.744
C  -1.905  2.487  -4.903
C  -0.940  1.259  3.162
C  -2.214  -4.855  0.956
C  4.015  1.546  -2.419
C  1.808  5.146  -2.027
C  -0.792  -3.053  1.711
C  5.571  -0.254  -1.625
C  -1.852  0.725  1.079
C  0.842  -1.978  -1.669
C  -1.353  -5.773  1.534
C  3.151  -1.778  -1.979
C  0.699  -6.417  2.745
C  0.044  3.414  -1.750
C  -5.016  -2.136  -0.363
C  4.314  1.122  0.038
C  0.708  4.610  -1.097
C  1.313  4.236  0.254
C  1.918  1.857  4.116
B  -0.537  -0.111  -0.776
H  2.771  1.757  4.787
H  5.658  -0.582  -2.663
H  1.724  -0.419  5.661
H  2.572  4.393  -2.225
H  -7.284  -0.901  -3.153
H  -4.402  -3.364  1.359
H  -0.995  1.677  4.159
H  2.293  5.996  -1.548
H  2.255  -1.358  2.854
H  1.403  -4.625  -2.155
H  -1.513  1.727  -5.581
H  -0.557  -2.002  1.772
H  0.081  6.560  -0.421
H  3.346  1.521  0.341
H  0.545  3.924  0.966
H  2.240  2.429  3.243
H  4.833  2.267  -2.401
H  3.396  -0.370  3.771
H  -4.157  1.173  2.619
H  4.654  0.410  0.793
H  3.081  2.079  -2.226
H  -3.596  2.763  2.118
H  -1.765  3.462  -5.364
H  -1.533  -6.836  1.444
H  1.411  5.496  -2.981
H  -4.814  -0.728  -3.317
H  3.972  1.114  -3.421
H  5.715  -1.116  -0.969
H  -8.298  -1.850  -1.078
H  -0.796  6.027  -1.847
H  -6.774  -2.677  0.726
H  -1.179  5.336  -0.261
H  -3.335  2.229  3.781
H  4.108  -2.142  -2.328
H  2.897  0.125  2.149
H  0.532  -1.285  4.687
H  1.720  -3.913  -3.737
H  0.934  -3.624  2.820
H  2.037  3.426  0.161
H  6.395  0.433  -1.439
H  1.155  2.433  4.643
H  3.067  -4.356  -2.687
H  -3.070  -5.203  0.391
H  1.301  -5.234  4.142
H  5.032  1.942  0.012
H  0.111  0.244  5.473
H  1.822  5.107  0.665
H  -2.976  2.311  -4.791
H  -0.503  4.432  -3.568

Computed properties:
Total energy (Ha): -3465.16841
Total charge: +3
Orbital gap (spin up / spin down) (eV): 5.11 / 5.10
Strongest force on any atom (eV Å⁻¹): 1.1
Energy relative to the best compared isomer or geometry (same formula, charge and spin) (kcal/mol): 15.8
HOMO (spin up / spin down) (eV): -16.4 / -16.4
Lowest unoccupied orbital energy (spin up / spin down) (hartree): -0.414 / -0.414

---

Here is a structure of composition C40H49BaF3N2P2 from the OMol25 dataset. Energies are from ωB97M-V/def2-TZVPD.

Positions of all 97 atoms, in Å:
Ba  0.018  1.151  -2.050
P  -2.806  0.087  -1.002
P  2.870  0.723  -1.094
F  -2.568  -7.596  0.029
F  -0.640  -8.551  0.191
F  -1.594  -7.737  1.955
N  -0.887  3.752  -1.396
N  -0.015  0.731  0.411
C  3.294  1.960  2.789
C  -0.931  6.358  -0.418
C  4.698  3.197  -0.727
C  -0.442  -0.845  2.222
C  -3.790  2.238  0.398
C  4.467  2.334  3.654
C  -3.455  -2.921  3.262
C  1.107  1.183  1.134
C  -0.698  -6.199  0.394
C  2.535  3.377  -1.860
C  -2.969  -1.365  1.337
C  -1.252  -1.718  2.906
C  -0.356  -5.348  1.434
C  -2.497  -2.516  -1.876
C  1.673  -1.402  -0.666
C  2.438  1.127  0.646
C  0.541  -3.749  -0.150
C  -0.867  -0.141  1.065
C  5.736  0.143  -1.183
C  -1.370  -7.510  0.649
C  0.924  1.748  2.407
C  0.198  -4.629  -1.187
C  -0.414  -5.838  -0.919
C  -4.134  -1.063  -3.124
C  -0.472  5.316  0.370
C  -5.547  0.559  -0.223
C  -1.339  4.765  -2.140
C  -0.470  4.035  -0.156
C  -4.239  1.217  -0.649
C  4.324  -0.418  -1.319
C  3.484  1.474  1.502
C  -2.168  -0.475  0.603
C  1.155  -2.488  -0.427
C  -1.379  6.076  -1.699
C  -2.560  -1.988  2.496
C  1.982  2.125  3.213
C  0.259  -4.138  1.163
C  -3.553  -1.422  -1.757
C  4.144  -1.076  -2.687
C  3.689  2.409  -1.571
H  5.943  0.510  -0.177
H  -4.227  -3.345  2.618
H  -2.073  -2.789  -0.911
H  -4.364  -1.783  -1.119
H  4.163  2.169  -2.533
H  5.547  2.610  -0.385
H  6.448  -0.662  -1.383
H  -0.675  -6.505  -1.732
H  1.900  3.120  -2.722
H  3.142  -1.495  -2.784
H  2.901  4.384  -2.082
H  -4.403  1.752  -1.591
H  1.782  2.533  4.199
H  5.093  4.039  -1.305
H  4.500  1.362  1.146
H  0.516  -3.465  1.969
H  4.313  -0.351  -3.490
H  -1.691  4.515  -3.135
H  -0.136  3.196  0.444
H  5.274  1.606  3.558
H  -1.667  -2.192  -2.514
H  -0.944  7.372  -0.041
H  -4.895  -0.283  -3.065
H  4.866  -1.886  -2.818
H  -3.960  -2.413  4.088
H  -3.347  -0.708  -3.796
H  4.184  2.384  4.706
H  -4.591  -1.939  -3.590
H  -3.652  1.754  1.366
H  -1.755  6.853  -2.350
H  -5.437  0.066  0.745
H  -0.118  5.476  1.379
H  -2.888  -3.750  3.689
H  -0.848  -2.234  3.773
H  -0.091  1.839  2.777
H  4.212  3.614  0.159
H  -2.841  2.706  0.129
H  4.875  3.309  3.375
H  -3.955  -1.609  0.956
H  5.946  0.944  -1.892
H  -2.925  -3.413  -2.330
H  0.423  -4.347  -2.208
H  -6.324  1.320  -0.115
H  1.899  3.470  -0.975
H  0.579  -0.720  2.554
H  -4.539  3.025  0.506
H  -0.573  -5.628  2.456
H  -5.907  -0.178  -0.943
H  4.196  -1.185  -0.556

Computed properties:
Total energy (Ha): -2670.88658
Orbital gap (eV): 5.82
Strongest force on any atom (eV Å⁻¹): 0.9
Energy relative to the best compared isomer or geometry (same formula, charge and spin) (kcal/mol): 25.5
HOMO (eV): -6.4
Lowest unoccupied orbital energy (hartree): -0.021